[1]
{"formula": "C24H55N3O4", "method": "ωB97M-V/def2-TZVPD", "max_force_ha_per_bohr": 0.0796, "homo_energy_ha": -0.490, "charge": 2, "total_energy_ev": -38425.118, "de_lowest_kj_mol": 0.0, "multiplicity": 1, "orbital_gap_ha": 0.333, "symbols": ["C", "C", "C", "N", "C", "C", "C", "C", "C", "C", "H", "H", "H", "H", "H", "H", "H", "H", "H", "H", "H", "H", "H", "H", "H", "H", "H", "H", "H", "H", "C", "C", "C", "N", "C", "C", "C", "C", "C", "C", "H", "H", "H", "H", "H", "H", "H", "H", "H", "H", "H", "H", "H", "H", "H", "H", "H", "H", "H", "H", "C", "N", "C", "C", "C", "C", "O", "H", "H", "H", "H", "H", "H", "H", "H", "H", "H", "H", "H", "H", "H", "O", "C", "O", "O", "H"], "coordinates": [[4.567, -22.041, -12.015], [3.970, -21.254, -10.838], [2.428, -21.596, -10.652], [1.676, -20.748, -9.567], [1.227, -19.382, -10.189], [0.047, -19.578, -11.180], [-1.107, -20.456, -10.751], [-0.615, -21.809, -10.194], [0.406, -21.570, -9.100], [2.573, -20.584, -8.349], [4.767, -23.086, -11.778], [5.557, -21.680, -12.294], [4.090, -21.822, -12.970], [3.946, -20.196, -11.101], [4.601, -21.434, -9.968], [2.296, -22.627, -10.324], [1.861, -21.561, -11.582], [2.131, -18.956, -10.625], [0.945, -18.610, -9.472], [0.444, -20.031, -12.089], [-0.333, -18.617, -11.526], [-1.835, -20.525, -11.560], [-1.681, -20.075, -9.906], [-0.062, -22.374, -10.944], [-1.459, -22.373, -9.797], [0.739, -22.560, -8.789], [-0.097, -21.089, -8.261], [2.097, -20.316, -7.405], [3.461, -19.978, -8.531], [3.039, -21.523, -8.050], [1.901, -17.397, -4.257], [2.717, -16.385, -3.535], [3.930, -15.932, -4.372], [4.803, -14.839, -3.791], [5.985, -14.574, -4.769], [5.498, -14.145, -6.107], [4.550, -12.923, -6.052], [3.443, -12.993, -5.007], [3.930, -13.559, -3.658], [5.384, -15.144, -2.440], [1.252, -17.830, -3.495], [2.594, -18.108, -4.707], [1.221, -17.024, -5.023], [3.021, -16.908, -2.628], [2.074, -15.614, -3.111], [3.528, -15.664, -5.349], [4.732, -16.658, -4.504], [6.531, -15.510, -4.887], [6.556, -13.758, -4.327], [5.039, -15.017, -6.573], [6.412, -13.890, -6.643], [4.098, -12.777, -7.033], [5.187, -12.066, -5.831], [2.686, -13.655, -5.427], [3.200, -11.950, -4.805], [3.075, -13.761, -3.013], [4.589, -12.928, -3.062], [4.579, -15.079, -1.708], [6.191, -14.422, -2.311], [5.822, -16.142, -2.448], [5.412, -21.881, -3.763], [5.743, -20.796, -4.791], [5.424, -21.415, -6.165], [4.738, -19.607, -4.576], [7.195, -20.357, -4.641], [7.795, -19.556, -5.831], [7.301, -18.228, -5.835], [4.360, -22.146, -3.859], [5.787, -21.549, -2.795], [5.998, -22.776, -3.974], [6.256, -22.065, -6.438], [5.407, -20.561, -6.841], [4.497, -21.952, -5.962], [4.903, -19.051, -3.653], [3.736, -20.037, -4.571], [4.783, -18.894, -5.399], [7.762, -21.288, -4.617], [7.359, -19.854, -3.689], [7.540, -20.018, -6.784], [8.872, -19.407, -5.755], [6.760, -18.108, -6.619], [4.131, -17.920, -9.437], [4.558, -17.822, -8.181], [5.794, -17.964, -7.974], [3.784, -17.671, -7.250], [5.067, -18.009, -9.629]], "forces_ev_per_angstrom": [[0.7, 0.6, -0.2], [-1.6, 0.1, -0.9], [0.8, -0.3, 1.0], [-0.8, -0.2, 0.6], [-0.4, -0.4, -0.2], [0.8, -0.2, -0.5], [-0.2, -0.6, 1.1], [0.7, 0.9, -1.0], [0.1, 0.0, -0.2], [0.8, -0.6, 0.2], [-0.7, -0.1, -0.3], [0.3, 0.4, 0.7], [-0.7, -0.7, 0.2], [0.6, 0.1, 0.2], [-0.4, 0.1, 0.2], [0.2, -0.1, 0.2], [0.3, 0.6, 0.0], [-0.1, -0.2, -0.4], [0.0, -0.7, 0.8], [0.1, 0.0, -0.2], [0.2, 0.2, 0.3], [0.2, -0.3, -0.1], [0.0, 0.7, 0.0], [-0.6, -0.3, -0.3], [0.3, -0.2, 0.0], [0.5, 0.3, 0.3], [0.6, 0.5, 0.1], [-0.7, 0.7, -0.7], [-0.7, 0.5, -0.4], [-0.4, -0.7, -0.7], [-0.7, -0.5, -0.3], [1.1, 0.3, 1.1], [0.2, -0.1, 0.7], [-1.1, 1.3, -0.7], [-1.0, 0.1, 0.8], [-0.7, 0.2, -0.4], [1.0, -0.4, -0.1], [1.6, -0.6, 0.4], [0.9, -0.3, 0.0], [-0.3, -0.2, -0.8], [0.1, -0.5, -0.2], [-0.5, -0.3, -0.1], [0.3, 0.2, -0.2], [0.6, 0.1, 0.2], [0.2, 0.5, -0.5], [0.5, 0.2, 0.0], [-0.8, -0.9, -0.3], [0.2, 0.1, 0.5], [0.2, -0.3, 0.3], [0.0, 0.1, -0.4], [-0.2, 0.0, -0.4], [0.1, 0.1, 0.0], [0.0, 0.2, -0.1], [-0.6, 0.6, 0.4], [-1.0, -0.3, -0.1], [0.2, -0.4, 0.0], [-0.1, 0.6, -0.4], [0.3, 0.1, 0.1], [-0.3, 0.0, 0.5], [-0.1, 0.0, -0.1], [1.1, 0.4, -0.4], [-1.1, 0.6, 0.4], [0.9, 1.1, 1.4], [0.4, -0.7, -0.5], [0.9, -0.6, -1.1], [-1.1, 1.3, 0.5], [0.2, -0.2, 1.2], [0.1, 0.4, 0.5], [-0.7, 0.2, 0.1], [0.1, 0.1, -0.4], [-0.2, -0.2, 0.1], [-0.5, -0.3, -0.3], [0.0, 0.1, -0.8], [0.4, -0.5, 0.1], [0.1, -0.1, 0.1], [0.3, -0.2, -0.3], [0.0, -0.2, 0.2], [-0.4, 0.1, -0.1], [0.3, -0.3, 0.0], [0.1, -1.0, 0.3], [-0.8, 0.4, -1.0], [0.3, 0.0, -0.6], [0.0, 0.1, 4.1], [1.2, -0.4, -1.4], [-2.3, 0.3, 1.0], [0.9, -0.3, -2.8]]}

[2]
{"formula": "C25H33O2SnTe", "method": "ωB97M-V/def2-TZVPD", "max_force_ha_per_bohr": 0.0343, "homo_energy_ha": [-0.111, -0.105], "charge": -1, "total_energy_ev": -43673.354, "de_lowest_kj_mol": 310.3, "multiplicity": 1, "orbital_gap_ha": [0.183, 0.174], "symbols": ["O", "C", "C", "H", "H", "C", "H", "H", "C", "H", "H", "H", "C", "H", "H", "H", "Sn", "C", "C", "C", "H", "C", "C", "H", "H", "H", "H", "C", "C", "C", "H", "C", "C", "H", "H", "H", "H", "O", "C", "C", "H", "H", "C", "H", "H", "C", "H", "H", "H", "H", "Te", "C", "C", "C", "C", "C", "C", "H", "H", "H", "H", "H"], "coordinates": [[2.443, -1.814, -1.881], [2.988, -3.130, -2.066], [4.222, -2.580, -2.818], [2.277, -3.701, -2.677], [3.144, -3.636, -1.108], [3.439, -1.225, -2.775], [4.392, -3.091, -3.754], [5.119, -2.568, -2.205], [2.765, -0.834, -4.097], [2.322, -1.721, -4.577], [3.521, -0.414, -4.774], [1.930, -0.124, -4.007], [4.150, -0.121, -1.976], [4.540, -0.627, -1.072], [3.509, 0.710, -1.625], [4.966, 0.322, -2.573], [-2.061, -3.222, -1.517], [0.484, 0.060, 1.526], [-0.607, -0.822, 1.724], [-0.199, -2.121, 1.339], [-1.607, -0.540, 2.054], [1.103, -2.025, 0.765], [1.513, -0.670, 0.852], [2.442, -0.276, 0.437], [0.512, 1.079, 1.929], [-0.818, -3.018, 1.408], [1.712, -2.871, 0.430], [-1.535, 1.725, -0.285], [-0.124, 1.624, -0.411], [0.177, 0.818, -1.541], [0.618, 2.126, 0.195], [-1.054, 0.488, -2.165], [-2.108, 1.083, -1.419], [-3.168, 0.971, -1.670], [-2.052, 2.208, 0.547], [1.142, 0.386, -1.786], [-1.196, -0.153, -3.038], [0.320, -3.956, -4.393], [1.433, -4.520, -5.166], [0.986, -5.892, -5.715], [2.235, -4.719, -4.412], [1.860, -3.831, -5.937], [-0.282, -6.235, -4.880], [1.766, -6.633, -5.499], [0.764, -5.939, -6.789], [-0.521, -5.056, -3.945], [-0.122, -7.098, -4.241], [-1.167, -6.402, -5.503], [-0.199, -5.195, -2.896], [-1.581, -4.750, -3.876], [-3.812, -1.832, -0.014], [-3.979, -0.333, 1.671], [-4.410, 0.985, 1.457], [-4.425, 1.925, 2.511], [-4.059, 1.550, 3.804], [-3.723, 0.218, 4.040], [-3.741, -0.735, 3.002], [-4.744, 1.247, 0.453], [-4.698, 2.961, 2.322], [-3.976, 2.294, 4.594], [-3.420, -0.070, 5.045], [-3.531, -1.791, 3.182]], "forces_ev_per_angstrom": [[0.4, 0.0, -0.4], [-0.3, 0.3, 0.1], [-0.9, 0.0, 0.6], [0.3, -0.2, 0.1], [0.1, 0.0, -0.1], [-0.7, 0.1, 0.4], [0.2, 0.3, -0.5], [0.1, 0.0, -0.1], [0.2, -0.1, -0.2], [0.3, 0.1, 0.2], [-0.2, 0.0, 0.0], [0.4, 0.0, 0.4], [0.2, -0.1, -0.2], [0.0, 0.5, -0.4], [0.0, -0.6, -0.4], [-0.1, -0.2, 0.3], [0.4, 0.8, 0.7], [-0.7, 0.2, -0.3], [0.0, -1.1, 0.3], [-0.9, 1.1, 0.1], [0.8, -0.1, 0.1], [1.0, 1.3, 0.3], [0.4, -1.7, 0.1], [-0.3, -0.1, 0.3], [0.2, -0.6, -0.2], [0.3, 0.3, 0.0], [-0.3, 0.5, -0.1], [-0.8, 0.1, -1.1], [0.1, -0.5, 0.0], [-1.0, -0.5, -0.7], [-0.1, 0.1, -0.1], [1.0, 0.0, 0.3], [0.2, 0.4, 1.3], [0.4, 0.1, 0.3], [0.1, -0.1, -0.4], [-0.2, 0.3, 0.0], [0.2, 0.2, 0.2], [0.1, -0.5, -1.6], [0.1, -0.3, 1.1], [-0.4, -0.1, 0.4], [-0.3, 0.2, -0.7], [-0.8, -0.2, 0.7], [0.0, 0.1, 0.2], [-0.1, 0.2, -0.2], [0.1, 0.3, 0.3], [0.9, 1.1, 0.4], [0.0, -0.4, -0.2], [0.3, -0.1, 0.0], [-0.1, -0.6, -0.4], [0.5, 0.1, -0.4], [-1.4, 0.8, 0.6], [0.0, -0.3, 0.5], [0.1, -0.2, 0.0], [-0.1, -0.5, -0.3], [0.3, -0.2, -0.6], [-0.2, -0.5, -0.3], [0.1, 0.4, -0.3], [0.3, 0.3, 0.2], [0.0, -0.2, -0.1], [-0.1, -0.2, -0.1], [-0.1, -0.1, -0.2], [0.2, 0.4, 0.2]]}

[3]
{"formula": "C6H7N2", "method": "ωB97M-V/def2-TZVPD", "max_force_ha_per_bohr": 0.1002, "homo_energy_ha": -0.506, "charge": 1, "total_energy_ev": -9304.642, "de_lowest_kj_mol": 337.2, "smiles": "[NH2+]=C1C#CCCC=N1", "multiplicity": 1, "orbital_gap_ha": 0.309, "symbols": ["N", "C", "C", "C", "C", "C", "C", "N", "H", "H", "H", "H", "H", "H", "H"], "coordinates": [[-2.963, -0.042, -0.244], [-1.722, -0.213, 0.012], [-0.842, -1.233, 0.137], [0.362, -1.469, 0.197], [1.720, -1.044, 0.160], [1.579, 0.453, -0.230], [0.407, 1.281, 0.307], [-0.842, 1.226, 0.372], [-3.583, -0.836, -0.378], [-3.344, 0.896, -0.309], [2.177, -1.172, 1.143], [2.331, -1.594, -0.559], [1.494, 0.514, -1.320], [2.490, 0.974, 0.061], [0.737, 2.262, 0.651]], "forces_ev_per_angstrom": [[-0.1, -0.3, 0.0], [2.8, 4.3, 0.7], [1.9, -1.9, 0.2], [-2.7, 0.0, -0.4], [0.7, 0.3, 0.1], [0.1, -0.3, -0.1], [1.0, 0.1, -0.2], [-3.9, -2.4, -0.6], [0.0, 0.1, 0.0], [0.1, 0.0, 0.1], [0.0, 0.0, 0.1], [-0.1, 0.0, 0.1], [0.1, 0.0, 0.1], [-0.1, 0.0, -0.1], [0.0, 0.1, 0.0]]}

[4]
{"formula": "C23H28FN3O5S", "method": "ωB97M-V/def2-TZVPD", "max_force_ha_per_bohr": 0.0197, "homo_energy_ha": -0.307, "total_energy_ev": -52565.569, "de_lowest_kj_mol": 184.5, "smiles": "C[C@H](Oc1ccc(F)cc1)C(=O)Nc1cc(S(=O)(=O)N2CCOCC2)ccc1N1CCCC1", "multiplicity": 1, "orbital_gap_ha": 0.325, "symbols": ["C", "C", "O", "C", "C", "C", "C", "F", "C", "C", "C", "O", "N", "C", "C", "C", "S", "O", "O", "N", "C", "C", "O", "C", "C", "C", "C", "C", "N", "C", "C", "C", "C", "H", "H", "H", "H", "H", "H", "H", "H", "H", "H", "H", "H", "H", "H", "H", "H", "H", "H", "H", "H", "H", "H", "H", "H", "H", "H", "H", "H"], "coordinates": [[2.586, 2.752, -1.555], [2.504, 1.909, -0.279], [3.353, 0.775, -0.337], [4.693, 0.902, -0.115], [5.429, -0.276, -0.266], [6.791, -0.289, -0.054], [7.420, 0.888, 0.313], [8.754, 0.885, 0.521], [6.715, 2.064, 0.468], [5.347, 2.073, 0.252], [1.051, 1.429, -0.125], [0.189, 2.161, 0.305], [0.872, 0.155, -0.536], [-0.319, -0.577, -0.537], [-1.548, 0.040, -0.709], [-2.694, -0.729, -0.753], [-4.285, 0.062, -0.907], [-4.109, 1.359, -1.501], [-5.206, -0.846, -1.526], [-4.702, 0.159, 0.722], [-6.112, -0.010, 1.021], [-6.869, 1.302, 0.806], [-6.303, 2.342, 1.573], [-4.952, 2.556, 1.220], [-4.121, 1.286, 1.428], [-2.635, -2.104, -0.654], [-1.410, -2.726, -0.490], [-0.234, -1.981, -0.407], [1.043, -2.532, -0.252], [1.246, -3.952, -0.479], [1.160, -4.641, 0.897], [1.366, -3.494, 1.900], [1.710, -2.279, 1.021], [2.334, 2.137, -2.416], [1.881, 3.575, -1.487], [3.590, 3.148, -1.693], [2.732, 2.524, 0.601], [4.909, -1.175, -0.556], [7.366, -1.193, -0.170], [7.232, 2.967, 0.753], [4.811, 2.999, 0.378], [1.704, -0.376, -0.766], [-1.613, 1.108, -0.833], [-6.492, -0.787, 0.359], [-6.198, -0.331, 2.064], [-7.907, 1.214, 1.129], [-6.833, 1.559, -0.264], [-4.593, 3.362, 1.862], [-4.879, 2.857, 0.166], [-3.105, 1.433, 1.064], [-4.091, 1.028, 2.493], [-3.550, -2.670, -0.709], [-1.377, -3.800, -0.401], [0.546, -4.342, -1.214], [2.258, -4.063, -0.884], [1.924, -5.410, 0.995], [0.188, -5.112, 1.040], [0.447, -3.299, 2.453], [2.157, -3.705, 2.617], [2.789, -2.235, 0.842], [1.386, -1.341, 1.467]], "forces_ev_per_angstrom": [[0.1, -0.2, 0.3], [-0.2, 0.5, -0.1], [-0.1, 0.0, 0.0], [0.4, -0.1, 0.0], [-0.2, 0.2, 0.0], [0.1, 0.2, 0.1], [-0.1, 0.1, 0.0], [0.0, 0.0, 0.0], [0.3, -0.3, 0.0], [-0.4, -0.1, -0.1], [0.6, -0.1, 0.1], [-0.2, 0.3, 0.0], [0.2, -0.4, -0.2], [-0.4, -0.1, 0.1], [0.0, 0.1, 0.0], [-0.3, 0.2, -0.1], [0.2, -0.3, 0.4], [0.3, 0.0, 0.2], [0.0, -0.2, 0.2], [0.2, -0.2, -1.0], [-0.6, 0.1, -0.2], [-0.1, -0.3, 0.0], [-0.1, 0.0, 0.2], [0.3, 0.0, 0.0], [0.1, 0.6, 0.1], [-0.1, -0.1, 0.0], [0.0, 0.1, 0.0], [-0.3, 0.4, 0.0], [0.2, 0.1, -0.3], [0.1, -0.2, -0.1], [0.0, 0.0, 0.0], [0.0, 0.1, 0.0], [0.1, 0.0, 0.4], [0.0, 0.0, -0.1], [0.0, 0.1, 0.0], [0.0, 0.0, 0.0], [-0.1, -0.2, -0.1], [-0.1, -0.1, 0.0], [0.1, -0.1, 0.0], [0.1, 0.1, 0.0], [-0.1, 0.1, 0.0], [-0.1, 0.1, 0.0], [0.1, 0.1, 0.0], [-0.2, 0.0, 0.2], [0.0, 0.0, -0.1], [0.0, 0.0, -0.1], [-0.1, 0.0, 0.1], [0.1, 0.0, -0.1], [0.0, 0.0, 0.2], [0.1, 0.1, 0.2], [0.1, 0.0, -0.1], [-0.1, -0.2, 0.0], [0.0, -0.1, 0.0], [0.0, 0.0, 0.0], [-0.1, -0.1, 0.0], [0.0, -0.1, 0.0], [0.0, -0.1, 0.0], [0.0, 0.0, 0.0], [0.0, 0.0, 0.1], [0.0, 0.1, 0.1], [0.1, 0.0, -0.1]]}